{"formula": "C3H2Br2P2", "method": "ωB97M-V/def2-TZVPD", "homo_ev": [-7.384, -9.448], "max_force_ev_per_a": 3.2, "spin_multiplicity": 3, "energy_ev": -161801.14678, "relative_energy_kj_mol": 127.2, "s2": 2.0422, "symbols": ["C", "C", "C", "P", "P", "Br", "Br", "H", "H"], "coordinates": [[0.240, -0.736, -1.262], [-0.379, -0.922, -0.020], [0.477, 1.545, 0.405], [1.197, 0.663, -1.510], [-0.096, 0.148, 1.348], [-1.592, -2.471, 0.371], [1.303, 2.910, 1.273], [0.396, -1.376, -2.143], [-1.546, 0.238, 1.539]], "atomic_forces_ev_per_a": [[0.167, -0.089, 1.026], [-0.319, -2.014, -2.419], [0.383, -1.971, -2.526], [-0.582, 1.855, 2.208], [-1.099, 0.079, 1.133], [1.246, 1.325, -0.458], [0.390, 0.676, 0.151], [-0.926, -0.437, 0.711], [0.740, 0.577, 0.173]]}

{"formula": "C17H24N2O4S", "method": "ωB97M-V/def2-TZVPD", "homo_ev": -9.229, "max_force_ev_per_a": 15.9, "energy_ev": -40006.14096, "relative_energy_kj_mol": 1868.3, "symbols": ["C", "C", "C", "C", "C", "C", "C", "C", "O", "N", "H", "C", "C", "H", "H", "C", "H", "H", "C", "H", "H", "C", "H", "H", "H", "H", "S", "O", "O", "N", "C", "H", "C", "H", "O", "C", "H", "C", "H", "H", "H", "H", "H", "H", "H", "H", "H", "H"], "coordinates": [[-1.256, -3.815, -0.114], [-0.217, -2.690, -0.463], [1.019, -2.818, -1.097], [1.791, -1.904, -1.362], [1.401, -0.764, -1.133], [0.107, -0.415, -0.327], [-0.813, -1.495, 0.047], [-2.041, -1.037, 0.451], [-2.477, -1.649, 1.445], [-2.640, -0.063, 0.016], [-2.343, 0.652, -0.756], [-4.025, 0.604, 0.450], [-5.021, 0.264, -0.619], [-4.607, 0.170, -1.410], [-5.848, -0.251, -0.337], [-5.623, 1.850, -0.543], [-6.339, 1.906, 0.076], [-5.941, 2.028, -1.598], [-4.250, 2.851, -0.343], [-4.665, 3.814, 0.081], [-3.675, 2.767, -1.184], [-3.899, 2.090, 1.076], [-2.751, 2.373, 1.189], [-4.440, 2.258, 1.982], [-4.147, 0.064, 1.185], [0.019, 0.716, -0.117], [2.519, 0.572, -1.296], [3.098, 0.785, -2.641], [1.787, 1.960, -0.837], [3.768, 0.343, -0.127], [5.025, 1.095, -0.574], [5.208, 0.708, -1.687], [6.094, 0.458, 0.454], [7.008, 0.768, 0.251], [5.679, 0.609, 1.778], [4.502, 0.320, 2.127], [4.288, 0.388, 2.957], [3.358, 0.677, 1.440], [2.395, 0.197, 1.393], [3.116, 1.866, 1.426], [4.583, -1.055, 2.149], [6.014, -0.594, 0.512], [4.871, 2.034, -0.386], [2.638, -2.176, -1.787], [1.026, -3.857, -1.413], [-1.525, -3.828, 0.808], [-0.732, -4.880, -0.317], [-2.036, -3.897, -0.827]], "atomic_forces_ev_per_a": [[5.844, -3.361, -6.968], [-4.279, -0.572, 2.433], [-9.639, -10.392, 3.038], [5.838, -1.198, -2.943], [-5.416, 11.931, 5.366], [2.199, -0.315, -1.441], [9.039, 3.279, -5.744], [-0.810, -5.772, 6.193], [-0.833, -0.614, 0.715], [-4.497, 11.227, -5.996], [0.411, -2.732, 1.683], [4.461, 1.204, -2.923], [-3.596, 8.414, 10.073], [4.553, -1.760, -10.146], [-1.731, -2.402, 0.635], [7.384, -0.397, -8.802], [-5.057, 0.839, 4.893], [-0.566, 0.166, 0.893], [-7.223, -1.332, 6.846], [0.864, -0.400, -1.772], [1.904, 0.096, -1.595], [5.096, -0.635, -5.827], [-2.224, -1.025, 0.610], [-0.726, 0.282, 0.019], [-1.992, -5.550, 7.638], [-0.063, -2.014, -0.332], [-0.727, 8.549, 0.993], [-0.619, -1.863, 2.018], [1.953, -5.483, -1.238], [-0.881, 0.481, -0.504], [0.822, -8.795, -0.632], [-0.108, 1.469, 2.491], [-6.082, -0.942, -0.648], [4.253, 1.703, -0.153], [5.673, 5.499, 0.149], [1.015, -9.813, -9.899], [-2.418, 2.000, 15.555], [-2.863, 4.337, -8.002], [-0.060, -0.597, 1.465], [0.664, -2.556, 0.172], [-1.003, 2.657, -0.290], [0.334, -1.834, -1.953], [-0.399, 5.673, 0.366], [4.161, -0.476, -2.134], [1.260, -0.041, -0.123], [-1.939, 0.406, 5.737], [-0.847, 2.083, 0.576], [-1.132, 0.575, -0.491]]}

{"formula": "C31H30N3O14P", "method": "ωB97M-V/def2-TZVPD", "homo_ev": -7.853, "max_force_ev_per_a": 6.0, "energy_ev": -75049.58390, "relative_energy_kj_mol": 663.8, "symbols": ["C", "O", "C", "C", "C", "C", "C", "C", "N", "C", "C", "C", "C", "C", "P", "N", "O", "C", "N", "H", "H", "H", "H", "H", "H", "H", "H", "H", "H", "H", "H", "H", "H", "H", "H", "H", "H", "O", "C", "C", "C", "O", "C", "O", "C", "C", "O", "H", "H", "H", "H", "O", "C", "C", "C", "O", "C", "O", "C", "C", "O", "H", "H", "H", "H", "O", "C", "C", "C", "O", "C", "O", "C", "C", "O", "H", "H", "H", "H"], "coordinates": [[-3.571, -2.681, -2.758], [-2.435, -2.491, -1.882], [-1.185, -2.623, -2.602], [0.017, -3.189, -1.667], [1.466, -2.768, -2.231], [2.424, -2.113, -1.078], [2.274, -0.514, -1.261], [2.829, 0.191, -2.531], [2.755, 1.580, -2.835], [2.049, 2.245, -1.773], [1.822, 3.804, -1.942], [1.088, 4.665, -0.897], [0.557, 3.987, 0.408], [0.756, 2.471, 0.608], [0.111, 1.715, 2.226], [-0.689, 0.167, 1.969], [1.510, 1.305, 3.189], [1.498, 1.593, -0.486], [1.621, 0.188, -0.209], [-3.493, -2.084, -3.746], [-3.710, -3.805, -2.982], [-4.539, -2.329, -2.232], [-1.377, -3.358, -3.479], [-0.926, -1.605, -3.080], [-0.149, -2.841, -0.577], [-0.075, -4.341, -1.716], [2.029, -3.618, -2.752], [1.274, -1.976, -3.054], [2.020, -2.400, -0.045], [3.512, -2.441, -1.167], [3.369, -0.476, -3.302], [2.197, 4.311, -2.908], [0.949, 5.769, -1.125], [0.028, 4.648, 1.169], [-0.051, -0.578, 1.654], [-1.533, 0.240, 1.385], [1.918, 0.555, 2.671], [-3.469, -3.510, -5.693], [-4.441, -3.859, -6.342], [-5.803, -3.817, -5.802], [-6.840, -4.223, -6.539], [-8.110, -4.187, -6.052], [-6.653, -4.735, -7.927], [-7.620, -5.115, -8.564], [-5.293, -4.755, -8.475], [-4.257, -4.345, -7.740], [-2.989, -4.355, -8.237], [-5.925, -3.445, -4.793], [-8.674, -4.533, -6.771], [-5.173, -5.111, -9.490], [-2.425, -4.015, -7.515], [-0.819, 8.007, 6.793], [-0.866, 7.056, 6.032], [0.305, 6.221, 5.744], [0.217, 5.196, 4.891], [1.296, 4.412, 4.618], [-1.063, 4.867, 4.203], [-1.101, 3.936, 3.416], [-2.240, 5.688, 4.509], [-2.153, 6.709, 5.364], [-3.238, 7.478, 5.660], [1.228, 6.472, 6.249], [0.979, 3.744, 3.975], [-3.168, 5.427, 4.016], [-2.916, 8.146, 6.297], [3.264, -0.397, 3.444], [4.221, -0.716, 4.129], [4.559, -2.116, 4.404], [5.606, -2.423, 5.173], [5.934, -3.718, 5.435], [6.463, -1.363, 5.778], [7.401, -1.681, 6.490], [6.138, 0.036, 5.483], [5.093, 0.343, 4.711], [4.780, 1.637, 4.427], [3.928, -2.875, 3.961], [6.724, -3.674, 6.011], [6.778, 0.794, 5.913], [3.986, 1.596, 3.856]], "atomic_forces_ev_per_a": [[-0.914, -0.043, -0.152], [0.114, -0.203, -0.917], [0.212, -0.349, -0.705], [-0.595, -0.395, -0.516], [0.021, 0.446, -0.139], [-1.003, 1.170, -0.786], [-0.212, 1.747, 1.082], [-0.495, 1.286, 0.678], [-1.831, -3.695, 4.358], [-0.755, 1.993, 0.689], [-1.554, -0.011, 2.666], [1.297, -4.205, -0.835], [1.659, -2.661, -2.248], [1.497, 1.835, -2.692], [-0.411, 0.058, 0.965], [1.597, 0.495, -0.290], [-1.711, -0.720, -3.266], [-0.193, 1.199, -0.200], [2.102, 1.203, -4.464], [0.089, -1.025, 1.604], [0.330, 1.687, 0.100], [1.766, -0.473, -0.545], [0.554, 1.077, 1.291], [-0.184, -1.359, 0.803], [0.294, -0.485, -1.809], [0.139, 1.857, 0.425], [-1.014, 1.007, 0.889], [0.501, -1.215, 1.319], [0.710, 0.550, -1.477], [-1.478, 0.520, -0.003], [-0.970, 1.250, 1.353], [-0.619, -1.060, 1.767], [0.162, -1.695, 0.527], [0.761, -1.326, -1.019], [-0.684, 0.390, -0.206], [0.673, -0.033, 0.352], [-0.032, 1.017, 1.150], [0.009, -0.206, -0.612], [-0.254, 0.229, 0.669], [0.436, 0.064, 0.042], [-1.021, 0.263, 0.989], [0.977, -0.268, -0.982], [0.183, -0.260, -0.777], [0.031, 0.184, 0.435], [-0.355, -0.061, -0.024], [0.948, -0.228, -0.967], [-0.923, 0.227, 0.986], [-0.014, -0.019, -0.027], [0.030, 0.048, 0.137], [-0.002, 0.008, 0.042], [-0.036, -0.059, -0.139], [-0.375, -0.128, -0.206], [0.781, 0.036, 0.298], [-0.229, 0.351, 0.192], [1.456, -0.505, 0.079], [-1.436, 0.500, -0.144], [-0.839, -0.119, -0.282], [0.019, 1.112, 0.611], [0.158, -0.232, -0.116], [-1.308, 0.348, -0.106], [1.282, -0.314, 0.116], [-0.028, -0.011, -0.024], [0.165, -0.086, 0.100], [0.035, 0.010, 0.017], [-0.081, -0.076, -0.095], [0.934, -0.412, 0.144], [-0.265, -0.735, -0.170], [-0.267, 0.293, -0.169], [-0.153, -1.414, -0.083], [0.169, 1.373, 0.095], [0.432, 0.727, 0.292], [-0.298, -0.298, -0.233], [0.228, -0.337, 0.178], [0.110, 1.559, 0.009], [-0.177, -1.533, -0.111], [0.016, 0.018, 0.031], [-0.113, -0.052, -0.069], [-0.039, -0.025, -0.013], [-0.008, 0.196, 0.140]]}

{"formula": "C3H9NS2", "method": "ωB97M-V/def2-TZVPD", "homo_ev": -9.275, "max_force_ev_per_a": 1.5, "energy_ev": -26413.45114, "relative_energy_kj_mol": 407.7, "symbols": ["S", "S", "C", "C", "N", "C", "H", "H", "H", "H", "H", "H", "H", "H", "H"], "coordinates": [[3.267, 0.541, 0.940], [-2.246, 0.196, 0.541], [-0.611, 0.572, 1.315], [0.484, -0.023, 0.480], [0.418, 0.267, -0.937], [-0.021, -0.855, -1.773], [-2.951, 0.895, 1.436], [-0.667, 0.111, 2.299], [-0.598, 1.652, 1.405], [1.488, 0.447, 0.758], [0.729, -1.070, 0.706], [1.317, 0.581, -1.265], [0.530, -1.762, -1.534], [-1.080, -1.032, -1.566], [-0.059, -0.519, -2.807]], "atomic_forces_ev_per_a": [[-1.141, -0.126, -0.086], [0.106, -0.086, -0.150], [-0.941, -0.163, 0.411], [0.917, -0.459, -1.042], [-0.181, -0.053, -0.148], [-1.052, 0.640, 0.744], [0.012, -0.024, 0.073], [0.410, 0.134, 0.046], [0.502, 0.095, -0.098], [0.937, 0.743, 0.734], [-0.639, -0.059, -0.042], [0.110, 0.154, 0.054], [0.206, -0.241, -0.570], [0.077, -0.231, 0.192], [0.678, -0.323, -0.117]]}

Which formula does entry 2 have?
C17H24N2O4S